(1)
{
  "formula": "C16H56O13",
  "method": "ωB97M-V with the def2-TZVPD basis set",
  "elements": ["C", "C", "C", "O", "H", "H", "H", "H", "H", "H", "H", "C", "C", "C", "O", "H", "H", "H", "H", "H", "H", "H", "C", "C", "O", "H", "H", "H", "H", "H", "H", "C", "C", "O", "H", "H", "H", "H", "H", "H", "C", "C", "O", "H", "H", "H", "H", "H", "H", "C", "C", "O", "H", "H", "H", "H", "H", "H", "C", "C", "O", "H", "H", "H", "H", "H", "H", "O", "H", "H", "O", "H", "H", "O", "H", "H", "O", "H", "H", "O", "H", "H", "O", "H", "H"],
  "positions_angstrom": [[-0.010, 0.118, 0.174], [0.337, 0.698, 1.592], [1.777, 1.147, 1.462], [-0.677, 1.638, 1.969], [0.230, 0.864, -0.589], [-1.044, -0.251, 0.127], [0.638, -0.796, 0.093], [0.092, -0.160, 2.204], [2.281, 1.408, 2.413], [1.909, 2.030, 0.854], [2.472, 0.532, 0.934], [5.004, -4.276, -2.116], [6.257, -3.828, -1.332], [7.309, -3.385, -2.373], [5.832, -2.844, -0.428], [4.130, -4.064, -1.508], [5.015, -5.348, -2.431], [4.978, -3.751, -3.066], [6.666, -4.595, -0.593], [7.490, -4.165, -3.082], [8.170, -2.997, -1.791], [6.944, -2.514, -2.975], [2.204, -0.988, -3.804], [3.453, -1.256, -4.630], [4.538, -0.382, -4.308], [2.274, -1.268, -2.711], [1.386, -1.613, -4.197], [1.848, -0.010, -3.882], [3.187, -1.094, -5.715], [3.834, -2.293, -4.504], [4.602, -0.378, -3.330], [-2.738, 0.087, 5.733], [-2.004, 0.949, 4.681], [-1.959, 0.227, 3.537], [-3.750, 0.008, 5.328], [-2.768, 0.524, 6.770], [-2.324, -0.935, 5.823], [-0.972, 1.273, 5.045], [-2.693, 1.835, 4.559], [-1.467, 0.725, 2.787], [-7.869, 3.730, -2.375], [-6.509, 3.290, -1.981], [-5.653, 3.832, -2.944], [-8.605, 3.482, -1.557], [-8.143, 3.293, -3.340], [-7.888, 4.755, -2.607], [-6.420, 2.172, -2.002], [-6.122, 3.649, -0.982], [-4.833, 3.379, -3.045], [-4.432, -2.535, 1.871], [-3.904, -2.502, 3.269], [-2.491, -2.450, 3.286], [-5.560, -2.726, 1.944], [-3.977, -3.473, 1.379], [-4.248, -1.653, 1.253], [-4.231, -3.325, 3.876], [-4.319, -1.571, 3.733], [-2.302, -1.444, 3.421], [-0.912, 1.681, -2.955], [-2.440, 1.433, -3.154], [-3.254, 2.527, -2.582], [-0.741, 2.667, -3.287], [-0.335, 0.955, -3.549], [-0.748, 1.544, -1.921], [-2.689, 0.470, -2.692], [-2.682, 1.379, -4.188], [-3.009, 2.802, -1.692], [-3.958, 2.807, 2.247], [-3.507, 3.592, 1.886], [-3.563, 2.085, 1.754], [4.889, -2.930, 2.419], [4.587, -2.025, 2.546], [5.057, -2.938, 1.421], [3.975, -0.589, -1.334], [4.699, -1.199, -1.076], [4.104, 0.137, -0.677], [7.498, -1.431, 1.284], [7.154, -1.975, 0.460], [6.875, -1.825, 1.969], [-0.780, 3.777, 3.893], [-0.366, 3.089, 3.359], [-0.712, 3.471, 4.776], [-1.775, 3.305, 0.246], [-0.940, 3.712, -0.044], [-1.375, 2.705, 0.971]],
  "atomic_forces_ev_per_a": [[0.8, -0.9, 0.9], [-2.4, -0.1, -2.3], [0.7, 1.3, 1.6], [1.5, 0.2, 0.0], [-0.1, -0.4, 0.1], [0.1, 0.5, -0.1], [-0.4, 0.8, -0.5], [1.2, -0.5, 0.8], [-0.4, -0.2, -0.1], [-0.8, 0.8, -0.2], [0.0, -1.5, -0.1], [0.5, -1.4, -0.2], [-1.0, 0.3, 1.4], [-0.3, 1.7, 1.3], [0.6, 1.1, -0.5], [-0.1, -0.1, -0.1], [0.0, 0.4, 0.4], [-0.3, 0.5, -0.1], [-0.1, -0.1, -1.6], [0.7, -0.7, -0.3], [0.0, -0.6, -0.7], [-0.1, -0.6, 0.6], [-0.2, -2.6, 1.1], [0.3, 0.1, -0.3], [-0.3, 0.0, 0.3], [0.3, 0.4, -1.3], [0.2, 0.0, 0.0], [-0.2, 1.8, -0.1], [0.5, -0.1, 0.9], [-0.6, 0.4, -0.1], [-0.1, 0.0, -0.4], [0.3, 0.0, 0.5], [-0.6, 1.2, 2.2], [-0.2, -1.6, -1.2], [-0.1, -0.2, 0.4], [0.0, -0.1, -1.0], [0.0, 0.5, -0.2], [-1.1, -0.3, -0.4], [1.1, -0.3, 0.0], [0.1, 0.9, 0.0], [-1.5, -1.2, 0.9], [1.9, -0.9, 0.6], [-0.9, 1.4, -1.1], [0.5, 0.3, -1.0], [-0.1, -0.5, 0.3], [0.1, 1.6, 0.3], [-0.2, 0.7, 0.3], [-1.0, -0.4, -0.6], [1.2, -0.9, 0.4], [-1.3, -2.7, -0.8], [0.4, 2.1, 0.2], [0.0, 2.0, 0.5], [1.3, 0.4, -0.4], [-0.7, 1.5, 0.3], [0.2, -0.1, 0.3], [-0.3, -0.7, 0.1], [0.2, -0.6, 0.0], [0.3, -1.7, -0.4], [-2.1, -1.3, -1.0], [0.8, 0.8, 1.9], [0.3, -1.0, -1.3], [0.6, 1.2, -0.3], [-0.1, 0.3, 0.3], [0.6, 0.2, 0.8], [-0.2, 0.2, 0.0], [-0.4, 0.2, -0.9], [0.7, -0.4, 0.4], [-0.2, 0.6, -0.1], [0.0, -0.5, 0.2], [0.2, -0.1, 0.0], [0.3, 0.3, -1.4], [-0.2, 0.0, 0.2], [0.0, -0.3, 0.8], [0.7, 1.1, 1.0], [0.1, -0.8, 0.1], [-0.3, -0.7, -0.9], [-1.6, -1.7, -0.3], [0.1, 1.0, 1.4], [1.2, 0.7, -1.1], [0.1, 1.1, -0.8], [-0.2, -0.6, -0.6], [0.0, -0.5, 1.2], [0.8, 0.1, 0.1], [-0.6, 0.1, -0.1], [-0.2, -0.4, -0.2]],
  "mulliken_charge": [-1.21, 0.68, -1.61, -0.17, 0.08, 0.34, 0.45, 0.31, 0.35, 0.42, 0.19, -1.06, 0.26, -1.38, -0.52, 0.37, 0.33, 0.03, 0.24, 0.44, 0.36, 0.19, -0.88, -0.18, -0.56, 0.24, 0.41, 0.23, 0.28, 0.07, 0.40, -1.46, 0.17, -0.45, 0.24, 0.36, 0.32, 0.17, 0.25, 0.01, -1.21, 0.07, -0.50, 0.31, 0.29, 0.34, 0.21, 0.19, 0.41, -0.94, -0.07, -0.57, 0.30, 0.21, 0.22, 0.37, 0.05, 0.44, -0.09, -0.50, -0.56, 0.36, 0.16, -0.43, 0.27, 0.40, 0.28, -0.66, 0.31, 0.27, -0.72, 0.30, 0.38, -0.69, 0.27, 0.28, -0.76, 0.34, 0.33, -0.67, 0.32, 0.26, -0.68, 0.27, 0.11],
  "e_tot_ha": -1621.2895,
  "orbital_gap_ev": 7.1,
  "e_homo_ev": -2.9,
  "total_charge": -2
}

***

(2)
{
  "formula": "C16H57BO15P",
  "method": "ωB97M-V with the def2-TZVPD basis set",
  "elements": ["C", "C", "O", "P", "C", "O", "C", "C", "B", "O", "O", "C", "O", "H", "H", "H", "H", "H", "H", "H", "H", "H", "H", "H", "H", "H", "H", "H", "H", "H", "C", "O", "H", "H", "H", "H", "C", "O", "H", "H", "H", "H", "C", "O", "H", "H", "H", "H", "C", "O", "H", "H", "H", "H", "C", "O", "H", "H", "H", "H", "C", "O", "H", "H", "H", "H", "C", "O", "H", "H", "H", "H", "C", "O", "H", "H", "H", "H", "C", "O", "H", "H", "H", "H", "C", "O", "H", "H", "H", "H"],
  "positions_angstrom": [[-0.361, -1.739, -1.587], [-0.823, -1.342, -0.148], [-1.954, -0.517, -0.206], [-1.724, 1.060, 0.452], [-3.168, 0.746, 1.710], [-2.891, 1.833, -0.638], [-2.234, 2.970, -1.164], [-0.662, 2.766, -1.048], [-0.055, 3.206, -2.437], [0.156, 2.249, -3.440], [0.248, 4.543, -2.728], [1.227, 5.124, -1.883], [-0.498, 1.401, -0.738], [-0.410, -2.825, -1.704], [-0.994, -1.222, -2.306], [0.668, -1.424, -1.738], [0.038, -0.877, 0.336], [-1.116, -2.273, 0.351], [-0.825, 0.698, 1.499], [-1.627, 2.387, 1.050], [-3.763, -0.128, 1.439], [-3.780, 1.645, 1.826], [-2.715, 0.528, 2.688], [-2.554, 3.880, -0.649], [-2.494, 3.004, -2.234], [-0.193, 3.370, -0.261], [1.115, 2.175, -3.544], [0.925, 5.135, -0.833], [1.379, 6.162, -2.185], [2.195, 4.618, -1.972], [2.586, 0.594, 2.999], [1.278, 0.366, 2.499], [2.563, 0.465, 4.080], [3.298, -0.121, 2.574], [2.923, 1.611, 2.773], [1.287, 0.483, 1.542], [5.331, -1.756, 4.656], [5.702, -0.381, 4.625], [4.262, -1.810, 4.470], [5.852, -2.323, 3.881], [5.543, -2.199, 5.633], [6.647, -0.324, 4.788], [2.300, -3.288, -3.949], [2.294, -1.998, -3.361], [1.398, -3.798, -3.618], [2.290, -3.226, -5.042], [3.172, -3.868, -3.630], [3.088, -1.535, -3.645], [1.585, 4.855, -5.452], [2.535, 3.833, -5.138], [2.042, 5.812, -5.215], [1.335, 4.833, -6.516], [0.677, 4.734, -4.858], [2.117, 2.994, -5.364], [4.310, 1.546, -2.420], [3.182, 1.449, -3.278], [4.240, 0.737, -1.696], [5.244, 1.442, -2.980], [4.315, 2.498, -1.882], [3.230, 2.166, -3.916], [-0.702, -0.557, 5.481], [-1.574, 0.465, 5.960], [-1.291, -1.464, 5.367], [-0.274, -0.284, 4.515], [0.102, -0.741, 6.203], [-1.057, 1.270, 6.046], [-4.376, 6.717, 0.430], [-3.640, 5.650, 1.003], [-3.798, 7.628, 0.570], [-4.530, 6.559, -0.642], [-5.348, 6.838, 0.918], [-4.142, 4.838, 0.876], [-2.784, -5.269, 1.523], [-2.320, -3.947, 1.771], [-2.371, -5.593, 0.572], [-2.448, -5.954, 2.311], [-3.870, -5.294, 1.462], [-2.693, -3.653, 2.607], [-5.875, -7.246, -0.640], [-4.558, -7.055, -0.136], [-6.560, -6.756, 0.047], [-5.987, -6.795, -1.629], [-6.128, -8.308, -0.695], [-3.947, -7.483, -0.742], [1.629, -3.733, 1.045], [2.499, -4.833, 1.343], [2.118, -2.825, 1.389], [1.452, -3.652, -0.029], [0.673, -3.835, 1.562], [2.062, -5.633, 1.040]],
  "atomic_forces_ev_per_a": [[0.1, 0.3, 0.8], [-0.3, -0.8, -1.5], [0.6, 0.6, 0.4], [-2.2, 0.3, 2.1], [0.5, 0.0, -0.2], [1.0, 0.2, -0.5], [-0.3, -0.7, -0.2], [0.2, -0.1, -0.6], [-0.2, -1.0, -0.1], [0.1, 0.7, 0.4], [0.4, -0.5, 0.3], [0.0, 0.5, 0.1], [0.0, 0.6, 0.2], [-0.1, 0.0, -0.3], [0.0, -0.1, -0.1], [0.0, 0.0, -0.2], [-0.2, 0.0, 0.4], [0.2, 0.2, 0.4], [0.5, -0.8, -0.7], [0.4, 0.1, -0.1], [-0.2, 0.2, -0.1], [-0.1, -0.1, -0.1], [0.0, 0.0, -0.1], [0.1, 0.2, -0.1], [-0.1, 0.3, 0.1], [-0.5, 0.2, 0.2], [-0.1, -0.2, -0.1], [0.0, -0.1, 0.0], [-0.1, 0.0, -0.1], [-0.1, -0.1, 0.0], [-0.2, -0.1, -0.4], [0.5, -0.1, 0.4], [0.0, 0.0, 0.0], [0.1, 0.1, 0.1], [0.1, 0.0, 0.1], [-0.3, 0.1, 0.0], [0.1, 0.1, 0.0], [0.0, -0.1, 0.0], [0.0, 0.0, 0.0], [-0.1, -0.1, 0.0], [0.0, -0.1, 0.0], [0.0, 0.0, 0.0], [0.1, 0.2, 0.1], [0.2, -0.1, -0.1], [0.0, 0.0, 0.0], [0.0, -0.1, 0.0], [0.0, -0.1, 0.0], [-0.1, 0.1, 0.0], [-0.3, -0.1, 0.0], [0.1, -0.2, 0.0], [0.1, 0.0, 0.0], [0.1, 0.1, -0.1], [0.2, 0.1, -0.1], [-0.1, 0.1, -0.1], [-0.1, 0.1, 0.0], [0.0, -0.2, -0.1], [0.0, 0.0, 0.0], [0.0, 0.0, 0.1], [0.1, 0.0, 0.0], [0.2, 0.3, 0.0], [0.1, 0.3, 0.0], [0.0, -0.1, 0.2], [0.0, 0.0, 0.0], [0.0, -0.1, -0.1], [0.0, -0.1, -0.1], [-0.1, 0.0, -0.1], [0.0, -0.3, 0.0], [-0.1, 0.2, 0.0], [0.0, 0.0, 0.0], [0.0, 0.1, 0.0], [0.0, 0.1, 0.0], [0.2, -0.1, 0.0], [0.1, 0.4, 0.4], [0.1, -0.3, 0.0], [0.0, 0.1, 0.0], [0.0, -0.1, -0.1], [0.0, -0.1, -0.1], [0.0, 0.1, -0.1], [0.2, 0.0, 0.0], [-0.2, -0.2, -0.1], [0.0, 0.0, 0.0], [-0.1, 0.0, 0.0], [-0.1, 0.0, 0.0], [0.0, 0.1, 0.0], [0.0, -0.2, 0.0], [0.0, 0.1, 0.0], [0.0, 0.0, 0.0], [0.0, 0.1, 0.0], [0.0, 0.1, 0.0], [0.0, 0.0, 0.0]],
  "mulliken_charge": [-1.24, 1.24, -0.67, 1.31, -1.20, -0.61, -0.19, 0.08, 1.06, -0.73, -0.50, -0.69, -0.25, 0.25, 0.43, 0.18, -0.63, 0.06, -0.40, 0.02, 0.30, 0.15, 0.31, -0.10, 0.43, -0.22, 0.11, 0.34, 0.27, 0.16, -0.69, -0.34, 0.22, 0.24, 0.32, 0.00, -0.48, -0.49, 0.16, 0.26, 0.28, 0.27, -0.69, -0.31, 0.20, 0.29, 0.31, 0.20, -0.52, -0.52, 0.21, 0.31, 0.19, 0.28, -0.72, -0.33, 0.24, 0.31, 0.27, 0.29, -0.17, -0.53, 0.18, -0.08, 0.31, 0.29, -0.58, -0.46, 0.22, 0.26, 0.27, 0.27, -0.63, -0.35, 0.17, 0.32, 0.28, 0.21, -0.54, -0.44, 0.21, 0.27, 0.24, 0.27, -0.09, -0.59, 0.08, 0.13, 0.18, 0.30],
  "e_tot_ha": -2138.4652,
  "orbital_gap_ev": 6.4,
  "e_homo_ev": -4.1,
  "total_charge": -1
}